Density functional theory data (the ωB97M-V functional and the def2-TZVPD basis) for an isolated molecule of C18H23Cl2N5O2 in a non-equilibrium geometry.

Results
Energy, eV: -55625.4694
SMILES string: COCC(COC)N[C@H]1N=C(C)Nc2c(-c3ccc(Cl)cc3Cl)c(C)nn21
Total charge: 0
Orbital gap, Eh: 0.319

Last column: natural (NBO) charge in e.
CARTESIAN COORDINATES (ANGSTROEM)
C -3.4436 -3.6763 2.3269  -0.25
O -2.5017 -2.8372 3.0181  -0.56
C -1.6151 -2.1852 2.1184  -0.06
C -0.3036 -1.6312 2.8159  -0.09
C 0.6312 -2.7796 3.1877  -0.09
O 1.8011 -2.2179 3.9211  -0.57
C 1.6061 -2.2270 5.3519  -0.26
N 0.4743 -0.5997 2.0914  -0.65
C 0.7677 -0.6649 0.6783  0.27
N -0.5947 -0.4586 0.1475  -0.52
C -1.0685 0.6234 -0.3866  0.44
C -2.4295 0.7494 -0.9010  -0.65
N -0.2483 1.6350 -0.6099  -0.59
C 1.1248 1.6007 -0.5058  0.37
C 2.1805 2.3430 -0.9093  -0.24
C 2.0761 3.6127 -1.6458  -0.07
C 1.4550 4.6425 -0.8808  -0.18
C 0.9983 5.7600 -1.4831  -0.23
C 1.3062 6.0112 -2.8040  -0.01
Cl 0.8396 7.5926 -3.4091  0.00
C 2.0537 5.0991 -3.5881  -0.25
C 2.4321 3.9139 -2.9599  0.02
Cl 3.3162 2.8044 -4.0397  -0.01
C 3.3408 1.5212 -0.6714  0.20
C 4.6855 2.1614 -1.0645  -0.65
N 3.0218 0.3346 -0.1201  -0.27
N 1.6380 0.3709 0.0477  -0.21
H -3.9615 -3.0598 1.5897  0.16
H -4.2198 -4.1924 2.8588  0.20
H -2.8506 -4.4220 1.8427  0.17
H -1.3857 -2.9417 1.3860  0.17
H -2.3151 -1.4061 1.6070  0.20
H -0.5842 -1.0251 3.7418  0.22
H 0.9448 -3.3544 2.2386  0.19
H 0.1111 -3.4360 3.8966  0.19
H 2.2413 -3.0220 5.8185  0.17
H 2.0789 -1.3444 5.7356  0.19
H 0.5501 -2.4300 5.6973  0.18
H 1.3840 -0.6318 2.6068  0.39
H 0.9883 -1.6712 0.3800  0.18
H -2.7515 -0.0087 -1.5527  0.25
H -3.0818 0.6197 0.0404  0.24
H -2.6570 1.7704 -1.2656  0.21
H -0.5640 2.4733 -1.0916  0.40
H 1.2489 4.5629 0.1279  0.22
H 0.4352 6.4917 -0.9195  0.23
H 2.3644 5.1886 -4.6255  0.25
H 5.1699 1.2870 -1.6517  0.24
H 5.2284 2.3303 -0.1679  0.23
H 4.5405 3.1820 -1.5606  0.23